44
Properties=species:S:1:pos:R:3:lowdin_charge:R:1 method="wB97M-V/def2-TZVPD" lumo_ev=2.873 e_above_lowest_ev=0.4623 energy_ha=-1871.7616 charge=-1
C -0.42 0.76 2.89 -0.1403
C 4.30 -1.13 -2.86 -0.1917
H 4.69 -0.35 0.12 0.0158
N -2.34 -1.51 -3.54 0.1169
H 5.36 -0.90 -2.74 0.0116
H -6.21 -0.08 -1.62 0.1023
C -3.06 -0.74 -2.67 -0.3824
H 3.45 2.52 -1.45 0.0148
H 0.27 -0.44 6.47 0.0952
C 0.05 1.25 5.17 -0.0882
H 4.15 -2.17 -2.54 0.0155
N -2.39 0.17 -1.95 -0.0435
H -4.93 1.67 -0.37 0.0989
C -0.42 -0.59 3.19 -0.2056
O 0.41 -2.30 1.34 -0.3272
C 3.61 -0.28 -0.03 -0.1799
C -0.66 1.02 1.42 -0.5606
C 3.84 1.82 -2.19 -0.1904
Si 3.20 0.05 -1.85 0.2069
O 1.70 -0.14 -2.31 -0.5482
H -2.45 1.72 -0.60 0.0907
H 3.24 0.52 0.62 0.0176
H 4.93 1.87 -2.17 0.0114
C -4.45 -0.86 -2.56 -0.0313
C -4.43 0.98 -1.02 -0.0714
C -5.13 0.00 -1.73 -0.0812
O -2.01 -2.08 1.67 -0.3394
H -0.21 2.75 3.63 0.1145
H -0.17 -2.11 4.69 0.1144
C -0.18 -1.05 4.46 -0.0482
H -2.69 -2.42 -3.77 0.0926
C -3.06 1.02 -1.16 -0.1194
C -0.20 1.70 3.88 -0.0147
Au -0.27 0.06 -1.83 0.7938
H -4.97 -1.63 -3.11 0.1034
H 3.50 2.16 -3.17 0.0132
C 0.06 -0.11 5.46 -0.0922
S -0.71 -1.44 1.63 0.5943
H 4.06 -1.07 -3.92 0.0130
N -0.76 -0.12 0.71 -0.1250
O -0.75 2.17 0.98 -0.0114
H 0.24 1.97 5.95 0.0948
H 3.16 -1.21 0.32 0.0170
H -1.34 -1.43 -3.43 0.0436

=====

49
Properties=species:S:1:pos:R:3:lowdin_charge:R:1 method="wB97M-V/def2-TZVPD" lumo_ev="-10.427 / -11.117" e_above_lowest_ev=0.5067 energy_ha=-1298.5408 spin_multiplicity=4 charge=+3
H 0.80 -0.34 -3.75 0.1007
O -2.21 0.11 -1.07 -0.0415
C 2.61 -3.93 2.08 0.0313
C 1.27 -3.83 2.43 0.0096
H 2.57 -1.63 -0.41 0.1169
H -2.97 4.43 2.58 0.1481
C -1.36 3.00 2.67 0.0805
H 0.97 3.13 -2.26 0.1180
H 4.14 -3.19 0.74 0.1396
H 0.85 -4.42 3.23 0.1381
H 1.30 2.58 -0.62 0.0985
N 0.94 -2.20 0.72 -0.1376
C 3.10 -3.14 1.04 0.0193
H -0.64 0.49 -3.11 0.0670
C 0.42 0.59 -3.33 -0.0145
H 3.26 1.26 -1.46 0.1024
C 0.40 1.11 2.45 -0.3863
C 2.71 0.98 -2.35 -0.0068
C -2.93 1.04 -0.68 -0.4046
N -1.39 1.30 1.02 0.1010
C -3.12 2.95 1.03 0.0949
N -0.97 -2.10 -1.40 -0.1072
C -2.50 1.82 0.51 -0.1571
H -0.32 2.36 -1.34 0.0700
H -4.02 3.34 0.59 0.1518
C 1.21 1.02 -2.11 -0.5787
N -1.74 -2.72 -0.36 0.0225
O -4.03 1.42 -1.24 0.2551
C 0.46 -2.96 1.74 -0.1190
H 3.27 -4.61 2.61 0.1436
H 0.52 1.36 -4.10 0.1177
H -0.90 3.47 3.54 0.1429
H -4.27 0.90 -2.03 0.1848
C 2.24 -2.28 0.39 -0.0659
H 0.87 2.19 3.97 0.1608
H -2.70 -2.88 -0.66 0.1312
Tc -0.29 -0.73 -0.01 1.7451
H -1.33 -3.62 -0.11 0.1116
C -0.83 1.87 2.08 -0.1445
H -1.59 -1.65 -2.06 0.1160
H -0.59 -2.84 1.99 0.1169
H -0.33 -2.72 -1.91 0.1554
C -2.53 3.55 2.14 0.0536
O 1.15 1.42 3.46 0.2609
H 3.03 -0.01 -2.69 0.0985
C 0.76 2.35 -1.54 -0.0094
H 2.95 1.69 -3.14 0.1174
O 1.00 -0.04 -1.04 -0.3275
O 0.71 0.14 1.76 -0.0211

=====

122
Properties=species:S:1:pos:R:3:lowdin_charge:R:1 method="wB97M-V/def2-TZVPD" lumo_ev=-2.969 energy_ha=-2918.4273 charge=+1
H -4.18 -0.26 4.38 0.1178
H 1.82 1.05 4.06 0.0641
H -5.23 2.23 -2.15 0.1170
C 4.40 -1.87 -0.16 -0.0877
H 2.31 4.25 2.53 0.0682
H 4.66 3.46 -3.30 0.1201
H -0.63 -0.77 2.92 0.0587
H -5.70 -2.54 0.19 0.1145
H -0.34 3.53 -0.05 0.0449
H -2.49 -2.31 -1.74 0.0819
H 2.29 -4.11 -2.76 0.1207
C 0.69 -3.95 -0.36 -0.5288
H -0.18 -3.89 -2.37 0.0793
C -3.35 2.86 -3.01 -0.1792
P 1.51 1.61 0.96 0.9590
C 3.99 1.63 2.35 -0.0784
C -3.70 1.91 -0.68 -0.1678
C 3.94 3.98 -1.35 -0.2691
C 2.07 -0.42 -3.84 -0.0263
H -4.35 1.29 -0.08 0.0842
H -0.73 4.57 1.34 0.0942
C 3.32 -2.93 1.85 -0.0842
H 2.91 -0.30 3.92 0.0874
H -5.37 -1.38 -1.80 0.1094
H -3.46 -2.30 1.88 0.1048
C 0.07 4.00 0.85 -0.0950
H 1.76 3.10 3.75 0.0582
C 2.50 2.30 -0.37 -0.3043
H -0.59 0.79 4.70 0.0943
P -1.80 -0.01 0.45 0.9561
C -2.21 0.49 2.19 -0.4239
H -3.76 3.87 -2.96 0.1109
C 0.66 2.99 1.84 -0.4972
C 3.42 1.92 -2.55 -0.0099
C -3.11 -1.23 0.03 -0.4206
H -0.53 -5.07 1.02 0.0878
H 3.60 1.33 -3.43 0.0924
C 4.05 3.15 -2.46 -0.0223
H -1.69 3.72 -1.90 0.1065
H -1.68 1.44 2.25 0.0767
H 3.09 -1.98 2.32 0.0475
H 2.31 -1.16 -5.83 0.1174
C -2.20 1.51 -0.53 -0.4195
H -1.22 -4.61 -1.12 0.0808
H -2.43 2.24 4.43 0.1114
H 0.79 4.50 3.36 0.0907
C 2.03 -2.08 -2.13 -0.3358
H 4.72 1.00 2.87 0.0902
H 3.02 -0.05 1.48 0.0431
C -0.49 -3.83 -1.32 -0.1144
P 1.63 -2.37 -0.39 0.9951
H 3.99 6.11 -1.68 0.0848
H -2.22 -1.35 3.31 0.1033
H -2.92 1.37 5.86 0.1131
C -1.55 0.26 4.60 -0.1767
C 2.73 0.81 2.09 -0.5218
H -1.72 2.27 0.10 0.0661
H -2.02 -2.82 1.03 0.0717
C -1.87 2.88 -2.59 -0.1807
H -4.65 -2.75 -2.62 0.1148
H -1.23 3.06 -3.46 0.1137
H -4.36 0.05 2.06 0.0966
C -1.61 -0.44 3.24 -0.2152
C 3.16 3.52 -0.31 -0.0592
C 2.26 -3.07 -3.07 -0.0468
H -3.97 1.75 2.13 0.1094
H 1.31 -0.40 3.21 0.0444
H 3.46 -3.79 -0.12 0.1166
C 1.44 3.74 2.93 -0.0886
H 4.46 1.98 1.43 0.0728
H -4.02 -0.68 0.29 0.0868
H -4.81 1.37 4.28 0.1148
H -4.16 0.91 -2.53 0.0897
H 3.80 2.49 2.99 0.0678
H -1.69 0.73 -2.52 0.1079
H 4.32 -3.22 2.17 0.0914
H 1.05 -4.67 1.67 0.0594
C 2.42 -2.77 -4.42 -0.2668
C 3.28 -2.81 0.33 -0.4956
C -5.08 -3.10 -0.51 -0.1833
H 4.38 -1.73 -1.23 0.0743
H -5.69 -3.92 -0.88 0.1117
H 4.35 -0.89 0.32 0.0619
C 4.62 5.32 -1.29 -0.0449
H 3.08 4.12 0.59 0.1000
C -3.06 -2.51 0.88 -0.1851
H -0.16 2.47 2.35 0.0712
H 1.36 -4.74 -0.71 0.1113
C -2.71 1.25 4.80 -0.1934
H -3.81 2.92 -0.27 0.1229
C 2.03 -0.73 -2.48 -0.3080
H -4.17 -4.35 1.01 0.1161
H -1.57 -0.49 5.39 0.1160
C -3.86 -3.64 0.24 -0.1817
H 1.87 -4.57 -5.45 0.0829
H -3.44 2.54 -4.05 0.1113
H 2.62 -3.67 2.25 0.0564
H 2.75 -3.41 -6.44 0.0773
H 5.36 -2.31 0.11 0.0906
H -3.12 -0.73 -2.10 0.0778
C -3.69 0.77 2.53 -0.1768
C -3.26 -1.59 -1.45 -0.1900
Pt 0.54 -0.19 -0.07 0.7159
H -0.19 -3.43 1.57 0.0558
C -1.46 1.59 -1.89 -0.2281
C 2.27 -1.43 -4.78 -0.0221
C 2.61 1.46 -1.49 -0.2871
H -3.23 -4.20 -0.46 0.0945
C 0.23 -4.30 1.06 -0.1047
H 3.60 -4.37 -5.23 0.0845
N 1.96 0.23 -1.44 -0.1717
H 5.54 5.32 -1.88 0.0797
H -0.38 1.57 -1.71 0.0659
H 4.89 5.58 -0.27 0.0786
H 1.90 0.58 -4.20 0.1118
C -4.18 1.92 -2.13 -0.1902
C 2.67 -3.84 -5.44 -0.0445
H -0.97 -2.86 -1.18 0.0270
H 0.83 4.70 0.52 0.0783
C 2.15 0.26 3.39 -0.1039
C -4.65 -2.19 -1.68 -0.1688
C -3.94 0.76 4.05 -0.1837

=====

14
Properties=species:S:1:pos:R:3:lowdin_charge:R:1 method="wB97M-V/def2-TZVPD" lumo_ev=0.839 e_above_lowest_ev=2.1152 energy_ha=-307.6347
H 0.49 -1.37 -0.50 0.1473
C 1.32 0.67 -0.55 -0.1551
O -1.31 -1.36 1.27 -0.0564
H -1.36 1.04 -0.93 0.1225
C -0.33 -0.35 1.19 -0.2533
H -0.96 -0.21 -2.14 0.1194
C 0.22 -0.35 -0.22 -0.2492
H 0.49 -0.53 1.90 0.1254
H -0.76 0.64 1.43 0.1260
H 2.31 0.27 -0.82 0.1188
H 1.45 1.46 0.20 0.1213
H -1.60 -1.44 2.18 0.0884
O 0.60 1.14 -1.70 -0.1111
C -0.56 0.39 -1.31 -0.1441